No. 1
{"formula": "C4H6N2S", "method": "wB97M-V/def2-TZVPD", "max_force_ev_per_a": 4.7, "energy_ha": -663.57027, "charge": 0, "spin_multiplicity": 1, "symbols": ["C", "C", "C", "C", "N", "N", "S", "H", "H", "H", "H", "H", "H"], "positions_angstrom": [[1.46, -0.08, -0.99], [0.87, -0.45, 0.25], [-0.63, 1.16, -1.33], [-1.01, -0.54, 1.69], [0.55, 0.75, -1.74], [-0.28, -0.02, 0.66], [-2.10, 1.75, -1.38], [2.37, -0.54, -1.41], [1.58, -1.18, 0.82], [-1.86, -1.00, 1.33], [-0.37, -1.16, 2.45], [-1.41, 0.23, 2.41], [0.83, 1.08, -2.78]], "mulliken_charge": [-0.802, 0.327, 0.411, -0.864, -0.129, -0.360, -0.266, 0.329, 0.217, 0.315, 0.281, 0.236, 0.305]}

No. 2
{"formula": "C4H6N2S", "method": "wB97M-V/def2-TZVPD", "max_force_ev_per_a": 1.4, "energy_ha": -663.67392, "charge": 0, "spin_multiplicity": 1, "smiles": "[H]/N=C\\NC(=S)C=C", "symbols": ["H", "N", "C", "N", "C", "S", "C", "C", "H", "H", "H", "H", "H"], "positions_angstrom": [[-2.41, 0.38, -0.10], [-2.62, -0.65, -0.01], [-1.56, -1.35, 0.03], [-0.20, -0.95, 0.01], [0.40, 0.30, 0.03], [-0.31, 1.78, -0.05], [1.91, 0.10, 0.17], [2.60, -1.00, -0.15], [-1.66, -2.44, 0.13], [0.50, -1.65, 0.27], [2.42, 1.02, 0.47], [3.68, -1.07, -0.01], [2.09, -1.88, -0.51]], "mulliken_charge": [0.211, -0.593, 0.054, -0.149, 0.410, -0.348, -0.182, -0.769, 0.326, 0.176, 0.313, 0.263, 0.288]}

No. 3
{"formula": "C4H6N2S2", "method": "wB97M-V/def2-TZVPD", "max_force_ev_per_a": 3.9, "energy_ha": -1061.79364, "charge": 0, "spin_multiplicity": 1, "smiles": "S=C1CCNNC1=S", "symbols": ["S", "C", "C", "C", "N", "N", "C", "S", "H", "H", "H", "H", "H", "H"], "positions_angstrom": [[1.89, 0.05, 2.29], [0.93, -0.01, 1.07], [0.71, -1.11, 0.08], [-0.40, -0.83, -0.88], [-0.33, 0.61, -1.37], [-0.84, 1.40, -0.32], [-0.37, 1.30, 0.92], [-0.94, 2.01, 2.26], [1.62, -1.48, -0.42], [0.43, -2.06, 0.72], [-0.34, -1.49, -1.84], [-1.47, -1.14, -0.46], [0.69, 0.66, -1.51], [-1.56, 2.08, -0.55]], "mulliken_charge": [-0.226, 0.114, -0.337, -0.544, -0.537, 0.039, 0.196, -0.333, 0.326, 0.258, 0.281, 0.272, 0.270, 0.222]}

Number 3 is which compound?
C4H6N2S2

Number 3 is which compound?
C4H6N2S2